Entry 1:
DFT (the ωB97M-V functional and the def2-TZVPD basis) results for C6H12OSi in the gas phase at a distorted geometry.

The geometry in XYZ format:
```
20
Properties=species:S:1:pos:R:3:forces:R:3:nbo_charge:R:1
C -0.450305 2.949744 1.920474 1.8090 -1.4507 -2.1078 -0.220
C 0.209097 2.406724 1.053048 -2.5829 1.6539 2.5100 -0.021
O 0.276304 1.077005 -0.992493 -0.1007 -0.6093 0.8786 -0.849
C 0.966375 1.780513 0.039627 1.4919 0.1405 -1.9338 -0.175
C 1.461179 -1.578588 -0.136480 -0.3954 -0.6061 -0.2637 -1.145
C -0.930552 -1.323621 -1.993864 -0.4016 1.6616 0.9883 -1.128
C -1.275909 -0.483266 0.985572 1.0780 -1.2981 -0.7436 -1.118
Si -0.070947 -0.501036 -0.551403 -0.6554 -1.0386 0.9092 1.853
H -0.962787 3.278354 2.760387 -0.6285 0.5503 0.8041 0.232
H 1.512011 2.547853 -0.510188 0.2509 0.1688 0.1912 0.223
H 1.717172 1.165258 0.529393 0.2427 -0.3446 -0.0087 0.201
H 2.346914 -1.372885 -0.740767 -0.1084 0.0870 -0.2168 0.239
H 1.780388 -1.435272 0.899634 -0.1523 -0.2300 0.0104 0.235
H 1.210035 -2.682863 -0.316111 0.2097 1.5082 0.4141 0.246
H -1.444095 -2.176813 -1.566853 -0.2029 -0.2539 -0.3556 0.237
H -1.604695 -0.589031 -2.477350 0.1597 -0.6747 0.1754 0.247
H -0.137846 -1.582940 -2.644241 0.5527 -0.6204 -1.0307 0.234
H -1.517955 0.534801 1.172074 -0.4311 0.7329 0.3706 0.245
H -0.922967 -0.982600 1.917463 -0.0302 0.4694 -0.6989 0.236
H -2.161420 -1.031338 0.652079 -0.1054 0.1539 0.1078 0.231
```
Forces are in eV/Å.

Calculated values
M = 128.25 Da
SMILES = C#CCO[Si](C)(C)C
HOMO-LUMO gap = 10.9 eV
energy relative to the best compared isomer or geometry (same formula, charge and spin) = 32.9 kcal/mol
E_tot = -16340.9949 eV
HOMO level = -10.002 eV


Entry 2:
DFT (the ωB97M-V functional and the def2-TZVPD basis) results for C19H20BrNO in the gas phase at a distorted geometry.

The geometry in XYZ format:
```
42
Properties=species:S:1:pos:R:3:forces:R:3:nbo_charge:R:1
Br -4.542129 -4.349169 0.072294 0.3663 0.6375 0.2479 0.046
O -0.637752 0.021017 1.680136 1.2207 -0.1177 -0.7084 -0.411
C -0.090462 -1.081384 -0.274199 -0.5791 0.6284 0.9812 -0.084
C 0.267014 -0.107078 0.626771 0.0562 -0.4979 -0.9378 0.310
C 1.788452 -2.674007 -3.784605 0.3631 0.2612 1.0004 -0.208
C 0.443775 -2.319116 -3.822286 0.3975 0.1198 1.1026 -0.200
C 2.555692 -2.495983 -2.597817 -1.3361 0.1425 -0.3455 -0.208
C -3.566224 -2.241823 1.809301 -0.3344 0.3654 1.0873 -0.253
C -2.662424 -1.280571 2.259834 0.6931 0.4455 -0.3430 -0.231
C -0.133671 -1.771600 -2.668293 0.0667 0.2372 0.0845 -0.204
C 1.948725 -1.928151 -1.472412 -0.9899 -0.1447 -1.1808 -0.198
C -2.254776 -2.594113 -0.159606 -0.5280 -1.1197 0.1928 -0.253
C -3.389381 -2.910327 0.625173 1.5825 0.1017 -1.4072 -0.071
C -1.553162 -0.925774 1.446524 -2.6560 -1.3408 0.6352 0.271
C 0.586195 -1.546577 -1.491465 0.9416 -0.6165 -0.6548 -0.070
C -1.345480 -1.620275 0.248877 0.0393 0.3554 0.2637 -0.034
N 1.092943 2.219294 0.655048 -0.6192 -0.1894 0.1491 -0.476
C 1.456957 0.795275 0.554634 -0.1001 1.0526 -0.4439 -0.263
C -1.037841 3.453307 0.031346 -0.2357 -2.6278 -0.5480 -0.613
C 1.542232 2.829863 3.065956 0.2981 0.3135 -0.1565 -0.608
C 0.265531 2.775445 -0.452209 0.6915 0.6459 1.8451 -0.200
C 1.784888 3.136104 1.586160 -0.1137 -2.0133 -0.0217 -0.198
H 2.243251 -3.088934 -4.666426 0.1813 -0.2001 -0.1163 0.213
H -0.156404 -2.520500 -4.695462 -0.0281 0.1460 -0.1216 0.218
H 3.567205 -2.870892 -2.527553 0.0814 0.1718 -0.1545 0.218
H -4.412780 -2.470988 2.453177 0.1558 -0.0419 -0.1532 0.228
H -2.839397 -0.868155 3.250884 0.1943 0.2261 -0.3057 0.228
H -1.164291 -1.460723 -2.640400 -0.3350 -0.1119 -0.2912 0.214
H 2.457613 -1.803505 -0.555543 0.7453 -0.0273 0.7746 0.210
H -2.021523 -3.228437 -1.010254 -0.1300 0.2729 -0.0916 0.231
H 1.964689 0.579027 -0.423520 -0.3409 0.0609 0.6554 0.203
H 2.157299 0.491046 1.332280 0.1144 0.3651 0.1903 0.221
H -1.575521 2.735559 0.715643 0.3762 0.8261 -0.7105 0.213
H -1.654401 3.686782 -0.842368 -0.0764 -0.0359 0.1799 0.208
H -0.828338 4.341676 0.533695 0.2898 1.4991 1.0095 0.198
H 0.502880 2.943766 3.345065 -0.2865 -0.0868 -0.0612 0.210
H 1.889144 1.852644 3.360039 -0.0212 -0.5382 -0.0503 0.200
H 2.124717 3.523787 3.667875 0.0610 0.2276 0.0808 0.204
H 0.885153 3.525817 -0.940729 -0.0341 0.0941 -0.5442 0.175
H 0.022909 1.989545 -1.137328 0.0279 -0.5312 -0.4245 0.200
H 2.859530 3.127561 1.405349 0.3144 0.0130 -0.0995 0.168
H 1.459165 4.130565 1.436412 -0.5139 1.0315 -0.6084 0.198
```
Forces are in eV/Å.

Calculated values
M = 358.28 Da
SMILES = CCN(CC)Cc1oc2ccc(Br)cc2c1-c1ccccc1
HOMO-LUMO gap = 8.7 eV
energy relative to the best compared isomer or geometry (same formula, charge and spin) = 44.2 kcal/mol
E_tot = -93606.8626 eV
HOMO level = -7.959 eV


Entry 3:
DFT (the ωB97M-V functional and the def2-TZVPD basis) results for a molecular structure, C13H9FMnN3O8 at a distorted geometry.

The geometry in XYZ format:
```
35
Properties=species:S:1:pos:R:3:forces:R:3:lowdin_spin:R:1
Mn -1.678364 0.888424 -1.863132 2.3357 -0.1590 1.4276 0.990
O 0.488800 -2.665756 -2.071428 -0.0692 0.0240 -0.0246 -0.002
C 0.005503 -1.459306 -2.209829 0.4330 0.0440 -0.1411 -0.002
O -1.174803 -1.181271 -2.307358 -0.7267 -0.1360 0.1762 0.007
C 1.024473 -0.369910 -2.257246 0.0168 -0.2542 0.0676 0.001
C 2.400754 -0.498424 -2.254754 0.1017 -0.0197 0.0494 0.001
C 3.148559 0.671959 -2.266886 0.0815 -0.0019 0.0118 0.000
C 2.508600 1.905972 -2.263108 0.1175 0.0262 0.0538 0.001
C 1.124981 1.919769 -2.261921 0.0312 0.3103 0.0648 0.000
N 0.428938 0.802645 -2.274388 -0.7006 0.0723 -0.7454 0.002
C 0.184917 3.094429 -2.226442 0.3298 -0.0074 -0.1311 -0.006
O 0.622752 4.323089 -2.109514 -0.0280 -0.0226 -0.0303 -0.005
O -1.004820 2.877656 -2.318352 -0.7841 0.0605 0.2192 0.010
H -0.234992 -3.312798 -2.034816 -0.0307 -0.0856 -0.0003 0.000
H 2.867859 -1.473652 -2.241161 -0.0124 0.0291 0.0073 0.000
H 4.229588 0.624423 -2.265275 -0.0343 0.0039 -0.0164 0.000
H 3.095592 2.816585 -2.260820 -0.0236 -0.0380 0.0000 0.000
H 1.582644 4.378200 -2.027000 0.0894 0.0279 0.0004 0.000
F -1.930839 -3.937611 2.210183 0.0002 0.0446 0.0234 0.000
C -1.392800 -2.764244 2.541123 0.1193 -0.2654 0.0249 0.000
C -1.976213 -1.618339 2.218442 -0.1375 0.5065 -0.0848 0.000
N -1.419771 -0.386296 2.549940 -0.1884 -0.1506 -0.0405 0.000
C -2.021808 0.833027 2.038597 0.0152 -0.1948 -0.0151 0.001
C -1.858566 0.879360 0.540924 -0.6090 0.0062 -0.1912 0.010
O -2.866579 1.033515 -0.219640 -0.2408 0.1346 -0.1160 0.002
O -0.723233 0.721238 0.018153 -0.2837 -0.0103 -0.7524 -0.012
C -0.203710 -0.287700 3.201918 0.2435 0.0328 0.0567 0.000
O 0.340923 0.768386 3.440572 -0.1159 -0.1858 -0.0398 0.000
N 0.343609 -1.507595 3.553598 -0.1074 0.0030 -0.0593 0.000
C -0.129737 -2.793225 3.276838 0.1757 -0.0185 0.1449 0.000
O 0.466675 -3.781787 3.618497 -0.0427 0.0738 -0.0706 0.000
H -2.918081 -1.600307 1.684080 0.0103 0.0538 0.0287 0.000
H -1.473051 1.663324 2.475447 -0.0050 0.0952 0.0592 0.001
H -3.073447 0.895605 2.305757 -0.0337 -0.0151 -0.0111 0.000
H 1.215645 -1.459388 4.058993 0.0729 0.0164 0.0541 0.000
```
Forces are in eV/Å.

Calculated values
M = 409.16 Da
HOMO-LUMO gap (spin up / spin down) = 7.1 / 7.2 eV
E_tot = -68509.8525 eV
total charge = +1
⟨S²⟩ = 1.214
HOMO level (spin up / spin down) = -11.736 / -11.734 eV
2S+1 = 2


Entry 4:
DFT (the ωB97M-V functional and the def2-TZVPD basis) results for 2 unconnected molecules or ions with the total composition C6H13P at a distorted geometry.

The geometry in XYZ format:
```
20
Properties=species:S:1:pos:R:3:forces:R:3:nbo_charge:R:1
C 1.025714 1.085830 -0.059251 0.6414 0.0571 -0.1725 -0.551
C -3.614933 0.182210 0.716524 -0.0555 -0.5241 -1.6984 -0.370
C -4.931934 0.175709 0.616473 0.3112 1.2873 1.4444 -0.398
C 0.584590 2.130766 -1.023256 -1.4978 -1.0459 -0.8889 -0.696
C 2.417441 -1.894226 -1.226712 0.6798 2.2586 -0.9836 -0.917
C 2.550265 -0.741470 1.456911 2.5516 2.3355 -1.8593 -0.921
P 1.787314 -0.335941 -0.140482 0.3718 -0.4993 0.0285 1.020
H -3.025076 -0.009828 -0.181292 0.2447 0.3485 0.3473 0.188
H -3.138268 0.377515 1.646477 0.4696 -0.3006 0.5674 0.196
H -5.407274 0.375692 1.568909 -0.7187 -0.0843 -0.1835 0.184
H -5.486706 0.329762 -0.283970 -0.2292 -0.7232 -0.4813 0.199
H 0.416290 1.687930 -2.001883 -0.1946 0.0280 -0.4206 0.193
H -0.361383 2.693944 -0.816166 0.9887 -0.4211 0.4605 0.223
H 1.400954 2.796931 -1.196629 0.5338 0.7579 0.2780 0.237
H 2.223833 -2.770812 -0.626796 -0.0984 -0.2312 0.0731 0.227
H 3.566047 -1.779661 -1.421293 -2.2123 -0.2093 0.2751 0.238
H 1.819429 -1.886070 -2.188242 0.9043 -0.2064 1.1002 0.238
H 2.364604 0.100784 2.106620 0.0137 -0.0490 0.2708 0.261
H 2.143179 -1.609070 1.755196 -1.3695 -3.0934 1.5989 0.217
H 3.665919 -0.909988 1.298857 -1.3348 0.3148 0.2438 0.228
```
Forces are in eV/Å.

Calculated values
M = 116.14 Da
SMILES = CC#P(C)C.C=C
HOMO-LUMO gap = 8.1 eV
energy relative to the best compared isomer or geometry (same formula, charge and spin) = 103.9 kcal/mol
E_tot = -15716.4864 eV
HOMO level = -7.492 eV